*P*
ORCA calculation (ωB97M-V/def2-TZVPD) on C17H26N4O5S in the gas phase.

The geometry in ORCA input format:
```
! wB97M-V def2-TZVPD RIJCOSX def2/J DEFGRID3
* xyz 0 1
S -2.799 0.750 -1.391
O -2.882 3.944 0.319
O -1.563 0.937 -2.095
O 1.287 -0.536 -0.625
O -4.026 1.065 -2.067
O 1.401 1.750 2.011
N 4.906 0.297 -0.784
N -2.651 1.672 0.021
N 0.137 1.840 0.126
N 2.810 -0.297 1.048
C -3.884 1.894 0.758
C 1.735 0.061 0.341
C 4.373 -0.176 -2.047
C 1.068 1.308 0.922
C -4.229 -2.685 0.128
C -0.646 2.978 0.536
C -3.171 -4.777 1.025
C -2.008 2.969 -0.176
C 5.064 -0.763 0.192
C 3.719 -1.339 0.650
C -3.701 3.321 1.287
C -2.897 -0.890 -0.707
C -1.837 -2.843 0.147
C -3.078 -3.406 0.431
C -4.142 -1.427 -0.441
C -1.738 -1.586 -0.423
C 6.147 1.017 -0.978
H -0.779 -1.154 -0.662
H 3.073 0.332 1.797
H 4.323 0.661 -2.741
H -4.630 3.886 1.351
H -2.349 -4.958 1.713
H -5.198 -3.114 0.336
H -0.106 1.377 -0.747
H 3.233 -1.890 -0.157
H -0.778 2.929 1.621
H 5.687 -1.594 -0.188
H 3.363 -0.553 -1.907
H -3.116 -5.525 0.233
H -4.113 -4.912 1.551
H 6.949 0.383 -1.390
H 5.973 1.843 -1.664
H 6.483 1.425 -0.025
H -1.853 3.156 -1.246
H 5.571 -0.333 1.062
H -4.737 1.830 0.074
H -5.023 -0.861 -0.699
H -0.937 -3.396 0.370
H -3.203 3.312 2.265
H 4.995 -0.967 -2.495
H -0.130 3.915 0.295
H 3.892 -2.020 1.490
H -3.986 1.154 1.554
*
```

HOMO energy = -8.7 eV
M = 398.48 g/mol
LUMO level = 0.0239 Ha
SMILES = Cc1ccc(S(=O)(=O)N2CCO[C@H]2CNC(=O)C(=O)NCCN(C)C)cc1



*Q*
ORCA calculation (ωB97M-V/def2-TZVPD) on C17H26N4O5S in the gas phase.

The geometry in ORCA input format:
```
! wB97M-V def2-TZVPD RIJCOSX def2/J DEFGRID3
* xyz 0 1
S -2.569 4.026 -0.595
O -1.677 5.139 -0.653
O 1.217 -0.145 2.209
O 3.057 -2.148 -0.434
O 3.893 -2.169 1.648
O -3.778 4.125 0.175
N -4.461 3.400 -2.407
N -3.501 2.961 -4.334
N -1.724 2.714 -0.053
N 0.205 -1.965 1.381
C 2.058 -3.565 1.268
C -2.490 1.505 0.121
C -0.427 2.501 -0.654
C -0.586 -2.708 0.426
C 4.226 0.203 1.118
C 1.311 -4.329 0.171
C 4.859 -1.166 1.316
C 0.397 1.572 0.230
C -3.120 3.598 -2.232
C 1.054 -2.830 2.174
C 0.332 -3.420 -0.570
C -0.344 0.249 0.438
C -4.637 3.025 -3.692
C -2.543 3.315 -3.443
C 3.040 -2.546 0.702
C 0.443 -0.632 1.404
C -1.726 0.548 1.032
H -2.304 -0.368 1.168
H -5.133 3.561 -1.673
H 0.569 2.038 1.200
H -5.593 2.806 -4.124
H 4.999 0.966 1.116
H 2.028 -4.746 -0.537
H -1.167 -3.451 0.986
H 1.579 -2.214 2.905
H 5.392 -1.478 0.410
H -1.592 1.019 2.007
H 5.544 -1.166 2.166
H 3.694 0.235 0.171
H 0.896 -2.679 -1.135
H -1.287 -2.059 -0.093
H -3.442 1.794 0.569
H 0.767 -5.156 0.633
H -1.511 3.360 -3.724
H 3.517 0.404 1.918
H 0.428 -3.562 2.694
H 2.635 -4.256 1.889
H 1.366 1.387 -0.235
H -2.683 1.020 -0.852
H -0.537 2.061 -1.658
H 0.042 3.480 -0.745
H -0.267 -4.008 -1.266
H -0.449 -0.246 -0.532
*
```

HOMO energy = -9.4 eV
M = 398.48 g/mol
LUMO level = 0.0201 Ha
SMILES = CCOC(=O)[C@@H]1CCCN(C(=O)C2CCN(S(=O)(=O)c3cnc[nH]3)CC2)C1



Stability summary - winner: *Q*; margin: 0.771 eV.



*P*
ORCA calculation (ωB97M-V/def2-TZVPD) on 2 unconnected molecules or ions with the total composition C9H14.

The geometry in ORCA input format:
```
! wB97M-V def2-TZVPD RIJCOSX def2/J DEFGRID3
* xyz -1 2
C -4.163 1.122 0.219
C 1.536 1.185 1.316
C 2.020 -0.976 -0.223
C 0.722 -0.504 -0.104
C 3.081 -0.375 0.458
C 2.822 0.711 1.241
C 0.479 0.598 0.673
C 2.266 -2.238 -1.177
C -3.095 0.551 -0.712
H -3.347 -0.296 -1.369
H -0.532 1.061 0.875
H 0.042 -1.191 -0.653
H 2.781 -1.853 -2.100
H 2.900 -2.941 -0.623
H -4.588 1.949 -0.241
H -2.684 1.440 -1.311
H 1.398 -2.709 -1.590
H -4.833 0.411 0.614
H 1.387 2.156 1.785
H 4.027 -0.855 0.209
H -2.260 0.053 -0.108
H -3.645 1.368 1.152
H 3.686 1.332 1.670
*
```

HOMO energy (alpha / beta) = 1.4 / -5.8 eV
M = 122.21 g/mol
<S²> = 0.75
LUMO level (alpha / beta) = 0.1349 / 0.1451 Ha



*Q*
ORCA calculation (ωB97M-V/def2-TZVPD) on 2 unconnected molecules or ions with the total composition C9H14.

The geometry in ORCA input format:
```
! wB97M-V def2-TZVPD RIJCOSX def2/J DEFGRID3
* xyz -1 2
C 1.952 -1.849 -1.444
C 1.901 -0.817 -2.650
C 0.409 1.278 2.420
C 0.162 -0.035 2.293
C -0.778 -0.466 1.411
C -2.489 0.046 -0.340
C -1.559 0.481 0.767
C -1.392 1.873 0.920
C -0.226 2.273 1.604
H -2.546 -1.053 -0.565
H 0.029 3.328 1.542
H 0.945 -0.404 -2.763
H 0.964 1.677 3.283
H -2.097 0.426 -1.213
H 2.547 0.110 -2.505
H 0.948 -2.028 -0.914
H -0.975 -1.396 1.106
H -2.067 2.516 0.430
H 2.605 -1.380 -0.737
H 2.139 -2.862 -1.689
H 2.299 -1.225 -3.610
H 0.785 -0.733 2.812
H -3.556 0.238 -0.155
*
```

HOMO energy (alpha / beta) = 1.2 / -4.1 eV
M = 122.21 g/mol
<S²> = 0.76
LUMO level (alpha / beta) = 0.1489 / 0.1383 Ha



Stability summary - winner: *P*; margin: 0.439 eV.



*P*
ORCA calculation (ωB97M-V/def2-TZVPD) on C2H7NO2Si in the gas phase.

The geometry in ORCA input format:
```
! wB97M-V def2-TZVPD RIJCOSX def2/J DEFGRID3
* xyz 0 1
Si -0.183 0.374 -0.432
O 0.891 2.752 0.363
O 2.279 1.050 0.395
N 1.060 1.567 0.228
C 0.496 -1.290 -1.022
C -1.254 -0.005 1.104
H -0.760 -0.639 1.894
H 0.020 -2.092 -0.514
H -1.619 0.874 1.566
H 1.625 -1.628 -0.743
H -1.942 -0.701 0.840
H -1.106 1.110 -1.514
H 0.494 -1.372 -2.165
*
```

HOMO energy = -10.7 eV
M = 105.17 g/mol
LUMO level = -0.0135 Ha
SMILES = C[SiH](C)[N+](=O)[O-]



*Q*
ORCA calculation (ωB97M-V/def2-TZVPD) on C2H7NO2Si in the gas phase.

The geometry in ORCA input format:
```
! wB97M-V def2-TZVPD RIJCOSX def2/J DEFGRID3
* xyz 0 1
Si 0.835 -0.057 -1.931
O -2.299 -0.714 2.279
O -1.681 1.192 1.444
N -1.516 0.004 1.693
C 0.516 0.586 -0.065
C -0.384 -0.632 0.925
H 2.254 -0.663 -1.892
H -0.172 -0.912 -2.643
H -0.568 -1.588 0.403
H 0.354 -0.603 1.747
H 1.139 1.282 -2.514
H 0.065 1.551 -0.001
H 1.457 0.554 0.556
*
```

HOMO energy = -10.6 eV
M = 105.17 g/mol
LUMO level = 0.0075 Ha
SMILES = O=[N+]([O-])CC[SiH3]



*R*
ORCA calculation (ωB97M-V/def2-TZVPD) on C2H7NO2Si in the gas phase.

The geometry in ORCA input format:
```
! wB97M-V def2-TZVPD RIJCOSX def2/J DEFGRID3
* xyz 0 1
Si -0.345 -0.339 -0.104
O 0.032 -0.993 2.277
O 1.753 -1.836 1.148
N 0.621 -1.209 1.219
C -0.981 1.276 0.652
C 0.853 -0.074 -1.573
H -1.545 1.112 1.590
H -1.744 1.382 -0.056
H 1.512 0.787 -1.259
H 0.278 -0.054 -2.566
H 1.537 -0.899 -1.649
H -1.557 -1.374 -0.170
H -0.413 2.221 0.490
*
```

HOMO energy = -10.6 eV
M = 105.17 g/mol
LUMO level = -0.0028 Ha
SMILES = C[SiH](C)[N+](=O)[O-]



Stability summary - winner: *R*; margin: 0.405 eV.